# 1
Here is a molecular structure, C21H38Cl5F7N2NbO4P2 in a non-equilibrium geometry from OMol25. Energies are from wB97M-V/def2-TZVPD.

Structure (XYZ):
```
80
Properties=species:S:1:pos:R:3:forces:R:3:lowdin_charge:R:1
N -3.3499 4.7514 -1.0644 0.622 -0.496 -0.053 -0.036
C -3.7344 3.8921 -2.1951 -0.324 0.281 -0.224 -0.294
C -2.7190 3.9397 -3.3443 0.627 0.539 0.720 -0.201
C -1.3139 3.5261 -2.8645 -0.570 -1.203 -0.135 -0.231
C -1.0039 2.0433 -3.1599 0.470 0.697 -0.576 -0.306
C 0.3444 1.6079 -2.5402 0.344 -0.039 0.379 -0.352
Nb 0.2247 0.7194 -0.4783 -1.385 0.342 -2.360 1.551
C 2.3740 -0.0002 -0.7997 -0.901 -1.361 -0.477 -0.348
C 2.4448 -1.5478 -1.1285 0.996 0.949 1.840 -0.290
C 3.6906 -2.1992 -0.4440 -0.599 -0.465 -0.817 -0.177
C 3.3878 -3.6286 0.0847 1.684 0.472 -0.662 -0.165
N 3.3795 -3.7163 1.5291 -0.570 -0.107 0.313 -0.098
C 4.3006 -3.2019 2.3806 1.725 1.224 -0.287 -0.149
C 4.0078 -3.4827 3.6653 -1.254 -0.972 0.722 -0.090
C 2.7951 -4.2619 3.6153 1.325 0.620 1.287 -0.098
C 2.4815 -4.3673 2.3130 -1.607 -1.025 -0.643 -0.167
C -2.0124 1.1453 -0.1904 0.179 -1.739 1.104 -0.401
P -3.1607 -0.1922 -0.5227 -1.050 1.544 -0.636 0.319
O -3.7540 -0.1719 -1.8660 0.114 -0.167 -0.516 -0.316
O -2.5479 -1.6126 -0.1263 -0.010 0.025 0.514 -0.220
O -4.3957 -0.0029 0.5481 0.985 -0.562 0.227 -0.180
P 0.0770 -0.6236 1.7422 0.819 0.284 0.604 0.373
O 1.5324 -1.2055 2.2615 -0.263 -0.207 -0.114 -0.471
Cl -0.5205 0.6165 3.3566 0.023 -0.186 -0.196 0.074
C 0.8452 2.7079 0.5264 0.315 0.189 -0.177 -0.476
F -0.2081 3.1251 1.3196 0.020 -0.292 0.254 -0.031
F 0.9434 3.7423 -0.4015 0.342 0.119 0.089 -0.014
C 2.1091 2.8233 1.3952 -0.235 1.489 0.728 -0.391
F 1.9501 3.9365 2.1855 0.189 0.024 -0.159 0.092
F 2.2688 1.8268 2.2847 -0.165 -0.525 -0.479 0.081
C 3.4810 3.0434 0.6453 0.548 0.418 0.520 -0.527
F 3.4340 2.9750 -0.6803 -0.110 -0.344 0.164 0.162
F 4.3865 2.1618 1.1081 -0.157 -0.210 -0.406 0.139
F 3.9861 4.2517 0.9590 -0.231 -0.066 -0.235 0.144
H -4.0376 5.4646 -0.8787 -0.106 -0.103 0.019 0.030
H -3.2825 4.1776 -0.2231 0.190 0.589 -0.707 -0.053
H -3.8714 2.8630 -1.8440 -0.123 0.036 -0.200 0.095
H -4.6942 4.2624 -2.5736 -0.051 -0.369 -0.046 0.084
H -2.6564 4.9938 -3.6417 -0.178 -0.133 -0.247 0.099
H -3.0385 3.3289 -4.1940 -0.071 0.084 0.041 0.106
H -1.2684 3.6626 -1.7813 0.304 0.473 -0.139 0.074
H -0.5374 4.0987 -3.3761 0.007 0.211 0.362 0.108
H -0.8665 1.9994 -4.2536 -0.176 -0.194 0.080 0.100
H -1.8472 1.3804 -2.9450 0.097 0.025 0.251 0.076
H 0.7248 0.7859 -3.1700 0.057 -0.150 0.401 0.037
H 1.0974 2.4005 -2.6469 -0.183 0.062 -0.003 0.042
H -0.2701 -0.8438 -1.3008 0.160 0.029 0.025 -0.057
H 3.0232 0.2199 0.0567 -0.011 0.081 -0.097 0.012
H 2.7616 0.5067 -1.6897 -0.008 0.412 0.331 0.033
H 1.5672 -2.0247 -0.6966 -0.054 -0.210 -0.448 0.035
H 2.5165 -1.6824 -2.2066 -0.407 -0.186 0.039 0.096
H 4.1101 -1.5831 0.3518 -0.197 0.038 0.009 0.084
H 4.4659 -2.2736 -1.2145 0.126 -0.025 0.230 0.103
H 2.4713 -3.9949 -0.3691 -0.118 -0.134 0.425 0.089
H 4.2229 -4.2584 -0.2603 -0.477 -0.103 0.010 0.072
H 5.1684 -2.6214 2.0973 -0.221 -0.103 -0.556 0.120
H 4.5525 -3.2003 4.5501 0.090 0.097 -0.101 0.087
H 2.2735 -4.6561 4.4716 -0.181 -0.065 -0.159 0.088
H 1.6220 -4.9150 1.9490 0.103 0.330 -0.522 0.116
H -2.0972 1.3133 0.8982 0.217 0.133 -0.099 -0.009
H -2.3296 2.0688 -0.6733 0.024 -0.180 -0.242 -0.004
H -2.6772 -2.2385 -0.8479 0.051 0.095 -0.090 0.081
H -4.0511 -0.3236 1.3961 -0.378 0.158 0.137 0.061
H 2.2748 -0.7960 1.8008 -0.034 0.206 0.147 -0.001
Cl 4.7267 -6.8115 0.5607 0.030 -0.107 0.008 0.583
C 3.2180 -7.6270 1.0405 -0.049 -0.094 0.117 -0.645
C 2.4138 -8.0970 -0.1457 0.004 -0.133 0.031 -0.656
Cl 1.7311 -6.7463 -1.0858 0.005 -0.007 -0.029 0.563
H 2.6534 -6.9376 1.6628 0.052 0.073 -0.052 0.043
H 3.5030 -8.4839 1.6499 0.003 -0.031 -0.059 0.072
H 1.5729 -8.6977 0.1985 0.000 0.044 0.050 0.070
H 3.0154 -8.7024 -0.8198 0.030 0.078 -0.022 0.064
Cl -7.2178 4.5560 -0.6935 0.016 0.022 -0.025 0.553
C -7.2563 3.5899 0.8042 -0.079 -0.142 0.052 -0.649
C -6.3778 4.1746 1.8797 0.005 -0.047 0.179 -0.639
Cl -4.6456 4.0409 1.4845 -0.501 -0.074 0.751 0.652
H -6.9606 2.5725 0.5572 0.102 0.052 -0.060 0.071
H -8.2912 3.5760 1.1439 0.015 0.057 0.021 0.069
H -6.5313 3.6333 2.8127 -0.029 -0.055 -0.048 0.071
H -6.6041 5.2245 2.0514 0.046 0.011 -0.079 0.066
```
Positions in Å, forces in eV/Å.

Highest occupied orbital energy = -4.558 eV
Frontier orbital gap = 5.911 eV
Total charge = -1
2S+1 = 1
E = -4973.1547 Eh

# 2
Here is 5 unconnected molecules or ions with the total composition C21H38N3O6 in a non-equilibrium geometry from OMol25. Energies are from wB97M-V/def2-TZVPD.

Structure (XYZ):
```
68
Properties=species:S:1:pos:R:3:forces:R:3:nbo_charge:R:1
C -0.3535 -1.1049 1.5174 0.615 -0.739 0.051 -0.438
N 0.0266 0.2839 1.2377 -0.821 -0.223 -0.370 -0.515
C 0.7383 0.4302 -0.0555 -0.406 0.802 -0.085 -0.424
C -1.0741 1.1970 1.3329 0.276 -0.069 -0.377 0.722
O -1.0406 2.0585 2.1562 -0.337 0.676 0.791 -0.513
C -2.3217 1.1841 0.3890 0.179 -0.065 -0.635 -0.528
C -3.6711 0.7658 1.1198 1.314 -0.611 -0.739 -0.310
C -3.3205 0.0084 2.4033 -0.496 -0.158 0.816 0.296
N -3.9062 -1.1316 2.5298 0.310 0.549 -1.691 -0.421
C -4.8271 -1.3766 1.3911 -2.063 -0.237 0.399 -0.289
C -4.5930 -0.2579 0.3366 -1.368 0.991 1.305 0.096
O -4.2786 -0.5954 -1.0156 0.809 -1.908 0.923 -0.444
C -3.4195 -1.6212 -1.0695 -2.217 3.831 -0.256 0.492
N -2.4513 -2.1844 -1.2136 2.140 -2.368 -0.171 -0.329
H 0.5936 -1.6711 1.6789 -0.663 0.342 -0.125 0.240
H -0.8830 -1.6228 0.6824 0.116 0.387 0.413 0.194
H -0.9230 -1.2201 2.4682 0.353 0.286 -0.579 0.179
H 1.8018 0.1614 0.0642 -0.674 -0.087 -0.241 0.254
H 0.2243 -0.1196 -0.8751 0.595 0.055 0.387 0.194
H 0.7088 1.5142 -0.3196 0.233 -0.738 0.094 0.212
H -2.0936 0.5731 -0.5078 -0.413 0.083 0.578 0.248
H -2.4776 2.2238 0.0293 0.339 -0.673 0.292 0.267
H -4.2801 1.6895 1.2036 0.568 -0.621 0.845 0.295
H -2.6431 0.2605 3.2373 -0.246 0.503 -0.785 0.276
H -3.7588 -1.7861 3.3117 -0.010 0.045 -0.158 0.487
H -5.8210 -1.0976 1.8195 0.540 -0.535 -0.293 0.242
H -4.9516 -2.4258 1.0563 0.719 0.589 0.187 0.276
H -5.5771 0.2460 0.2426 0.714 -0.345 -0.281 0.228
C 3.6750 -2.2919 -2.8183 -0.407 -0.017 0.056 -0.722
C 3.6130 -0.8208 -2.4900 0.049 0.219 0.133 0.614
O 2.5603 -0.2804 -2.2160 -0.013 -0.224 -0.161 -0.585
C 4.9051 -0.0530 -2.5166 -0.179 0.169 0.156 -0.742
H 2.6733 -2.7185 -2.7614 0.047 0.031 -0.006 0.227
H 4.0587 -2.4313 -3.8305 0.184 -0.056 0.093 0.232
H 4.3168 -2.8066 -2.1013 0.150 -0.005 -0.162 0.232
H 5.3397 -0.0938 -3.5151 0.132 -0.100 0.095 0.254
H 5.6001 -0.4718 -1.7851 0.068 -0.115 -0.136 0.225
H 4.7138 0.9874 -2.2614 -0.007 -0.069 -0.037 0.263
C -5.9768 -3.8547 5.4033 0.239 -0.013 -0.351 -0.727
C -4.7168 -3.1915 5.8937 0.093 -0.039 0.049 0.622
O -3.7122 -3.1496 5.2045 -0.225 0.399 -0.328 -0.606
C -4.7466 -2.5835 7.2690 0.417 0.048 -0.098 -0.728
H -5.8125 -4.2494 4.4004 0.003 -0.027 0.070 0.228
H -6.2442 -4.6801 6.0643 -0.151 0.123 0.056 0.254
H -6.7904 -3.1277 5.3662 -0.086 -0.102 0.212 0.235
H -4.9606 -3.3536 8.0117 -0.192 0.090 0.009 0.250
H -5.5059 -1.8007 7.3132 -0.131 -0.153 0.108 0.238
H -3.7753 -2.1431 7.4914 -0.048 -0.043 -0.011 0.242
C 4.6350 1.2341 -7.6166 0.301 0.098 0.088 -0.721
C 4.3345 1.1207 -6.1434 0.207 0.099 0.107 0.600
O 5.1727 1.3804 -5.3075 -0.147 -0.027 -0.222 -0.550
C 2.9477 0.6713 -5.7545 0.132 0.006 0.343 -0.729
H 5.6638 1.5659 -7.7507 -0.057 -0.018 0.031 0.239
H 4.5144 0.2616 -8.0975 -0.172 0.077 -0.080 0.231
H 3.9678 1.9644 -8.0779 -0.095 -0.161 -0.082 0.231
H 2.7533 -0.3260 -6.1545 -0.124 0.097 -0.151 0.228
H 2.2076 1.3773 -6.1354 -0.043 -0.144 -0.139 0.232
H 2.8690 0.6351 -4.6686 -0.022 0.049 -0.056 0.243
C 2.8316 3.3672 1.3279 -0.082 -0.318 -0.118 -0.723
C 3.6526 3.3983 0.0616 0.063 -0.160 -0.192 0.599
O 3.6982 2.4452 -0.6856 -0.076 0.147 0.229 -0.551
C 4.4142 4.6648 -0.2356 0.099 -0.150 -0.269 -0.722
H 2.3381 2.3995 1.4170 0.033 0.045 0.015 0.231
H 3.4788 3.5112 2.1947 -0.086 0.186 0.012 0.235
H 2.0692 4.1480 1.2973 0.117 0.103 0.146 0.229
H 5.1303 4.8650 0.5634 -0.129 0.149 0.056 0.233
H 3.7211 5.5022 -0.3347 0.072 0.062 0.184 0.230
H 4.9581 4.5474 -1.1722 -0.041 -0.018 0.051 0.240
```
Positions in Å, forces in eV/Å.

Highest occupied orbital energy = -10.818 eV
Frontier orbital gap = 6.399 eV
Total charge = +1
2S+1 = 1
E = -1438.3289 Eh